1.
Formula: C10H20Cl10F8Mg2N4O16S8
Source: the Open Molecules 2025 dataset
Level of theory: ωB97M-V/def2-TZVPD

The geometry in ORCA input format:
```
! RIJCOSX wB97M-V def2-TZVPD def2/J DEFGRID3
* xyz 0 1
Cl 1.471 4.159 1.422
Cl 5.595 2.458 -2.433
Cl 4.944 -0.739 -3.423
Cl 6.419 -4.608 3.392
Cl 5.189 -2.787 0.726
Cl -0.819 4.279 5.249
Cl 1.081 -0.505 -3.649
Cl -0.054 0.252 -6.906
Cl 3.315 1.984 4.615
Cl -3.209 2.136 2.370
S -1.087 2.893 -1.559
S -6.194 -3.652 1.906
S -2.558 -2.237 -4.082
S -3.440 -2.345 -1.742
S -4.873 -1.950 3.200
S -0.898 -0.329 1.014
S 1.341 -0.893 0.127
S -3.230 1.834 -2.128
Mg -0.922 -0.288 -2.147
Mg -4.205 -0.002 0.530
F -2.586 -3.485 -1.111
F -1.029 -1.764 1.598
F -7.631 -3.563 1.216
F -1.249 -1.682 -4.810
F 1.900 -1.732 -1.123
F -3.637 0.879 -3.301
F -5.214 -0.778 4.231
F 0.419 2.374 -1.334
O -6.181 -4.913 2.557
O -0.836 3.917 -2.518
O -0.273 0.520 1.976
O 2.225 0.210 0.228
O 1.424 -1.884 1.155
O -3.718 3.104 -2.522
O -3.785 -1.525 -0.615
O -1.596 3.232 -0.268
O -3.630 -1.671 -4.843
O -4.196 -1.151 2.177
O -3.843 1.207 -0.983
O -2.284 -0.071 0.761
O -2.324 -3.645 -4.137
O -4.083 -2.807 4.020
O -4.510 -3.005 -2.399
O -5.287 -3.384 0.825
N -6.429 -2.351 2.863
N -1.580 1.466 -2.103
N -2.275 -1.553 -2.640
N -0.088 -0.617 -0.451
C 4.501 1.305 -1.680
C 1.392 0.820 -6.035
C 2.709 3.730 2.658
C 5.512 -3.084 3.470
C 2.017 -0.219 -5.134
C 4.466 -3.032 2.371
C -1.321 3.742 3.624
C 2.660 2.257 2.989
C -2.363 2.637 3.857
C 5.041 -0.098 -1.789
H 2.457 4.352 3.515
H 6.080 -0.114 -1.461
H 4.403 1.534 -0.619
H 6.102 -2.174 3.372
H 1.128 1.709 -5.463
H 4.018 -4.019 2.294
H -3.091 2.818 4.639
H 4.508 -0.775 -1.123
H 2.230 -1.144 -5.663
H 2.969 0.184 -4.794
H 3.222 1.645 2.288
H 1.641 1.880 2.976
H -1.641 4.628 3.087
H 3.721 -2.257 2.523
H 4.998 -3.084 4.429
H 3.507 1.387 -2.117
H 3.646 4.146 2.296
H 2.113 1.163 -6.775
H -0.466 3.267 3.159
H -1.730 1.808 4.173
*
```

In the Löwdin picture, each atom carries the following charge in e:
1 Cl 0.5873
2 Cl 0.5824
3 Cl 0.6158
4 Cl 0.5587
5 Cl 0.5495
6 Cl 0.5816
7 Cl 0.7311
8 Cl 0.5955
9 Cl 0.5730
10 Cl 0.6975
11 S 0.4969
12 S 0.5040
13 S 0.5182
14 S 0.5979
15 S 0.5824
16 S 0.6069
17 S 0.4629
18 S 0.6207
19 Mg 0.4222
20 Mg 0.7843
21 F -0.0806
22 F -0.0823
23 F -0.1797
24 F -0.2486
25 F -0.1992
26 F -0.1115
27 F -0.1783
28 F -0.1936
29 O -0.2380
30 O -0.2048
31 O -0.1926
32 O -0.2288
33 O -0.2263
34 O -0.1519
35 O -0.3116
36 O -0.2520
37 O -0.2191
38 O -0.3711
39 O -0.3008
40 O -0.3921
41 O -0.2161
42 O -0.2160
43 O -0.1638
44 O -0.3008
45 N -0.2609
46 N -0.3107
47 N -0.3197
48 N -0.3004
49 C -0.6937
50 C -0.6344
51 C -0.6202
52 C -0.6630
53 C -0.5693
54 C -0.6274
55 C -0.6393
56 C -0.6681
57 C -0.6026
58 C -0.6859
59 H 0.0554
60 H 0.0721
61 H 0.0671
62 H 0.0741
63 H 0.0748
64 H 0.0581
65 H 0.0708
66 H 0.0091
67 H 0.0975
68 H 0.0165
69 H 0.0581
70 H 0.0340
71 H 0.0746
72 H 0.0581
73 H 0.0718
74 H 0.0562
75 H 0.0722
76 H 0.0838
77 H 0.0099
78 H 0.0723

2.
Formula: CH2FO4S
Source: the Open Molecules 2025 dataset
Level of theory: ωB97M-V/def2-TZVPD

The geometry in ORCA input format:
```
! RIJCOSX wB97M-V def2-TZVPD def2/J DEFGRID3
* xyz -1 1
S -0.934 -0.410 0.284
F 2.013 -0.537 -0.842
O -1.908 -0.343 1.342
O 0.658 1.632 0.773
O 0.283 -1.087 0.725
O -1.393 -1.032 -0.916
C -0.046 1.194 -0.106
H 1.267 -0.812 -0.031
H 0.060 1.396 -1.229
*
```

In the Löwdin picture, each atom carries the following charge in e:
1 S 0.4227
2 F -0.3338
3 O -0.3319
4 O 0.0160
5 O -0.2993
6 O -0.3321
7 C -0.2742
8 H 0.0101
9 H 0.1224

Listing orbital gap for the structures above in their given order: 8.873 9.725 eV.
Listing energy relative to the best compared isomer or geometry (same formula, charge and spin) for the structures above in their given order: 213.1 71.5 kJ/mol.